[1]
Density functional theory data (ωB97M-V/def2-TZVPD) for a molecular structure, C41H73MoN5O3Sb2Si3.

```
128
Properties=species:S:1:pos:R:3:forces:R:3
Mo -0.854 0.921 0.114 -0.57 0.62 -0.62
C 0.968 4.936 -2.191 0.02 0.00 -0.02
Sb 1.388 3.342 -0.818 0.10 -0.05 0.11
C -0.729 3.049 -0.198 0.14 -0.09 -0.10
C -1.667 3.029 -1.342 0.05 0.01 0.02
C -2.313 4.023 -2.066 0.01 -0.01 -0.01
C -3.205 3.627 -3.051 0.01 0.02 0.00
C -3.437 2.277 -3.295 0.01 0.00 -0.01
C -2.783 1.340 -2.522 -0.03 0.01 0.00
N -1.927 1.738 -1.579 0.03 -0.05 0.10
Si -1.199 4.359 1.117 0.00 -0.02 0.01
C -3.081 4.427 1.146 0.00 -0.04 0.01
C -0.533 6.063 0.743 -0.02 0.02 0.00
C -0.565 3.926 2.846 0.04 0.00 -0.01
C 2.074 1.703 -2.196 -0.05 0.00 0.02
C 1.541 0.312 -2.030 0.06 0.00 0.06
C 2.276 -0.737 -2.607 -0.01 -0.03 0.00
C 1.779 -2.014 -2.713 0.06 -0.02 0.04
C 0.508 -2.280 -2.222 -0.02 0.01 0.01
C -0.149 -1.258 -1.594 0.08 -0.05 0.10
N 0.353 -0.001 -1.451 0.06 -0.01 0.08
Si 3.989 1.729 -1.799 0.00 0.01 0.00
C 5.126 1.110 -3.160 0.00 -0.03 -0.01
C 4.238 0.625 -0.295 0.00 0.00 0.00
C 4.602 3.471 -1.463 0.01 0.01 0.00
Si 1.812 2.099 -4.089 0.01 0.01 -0.01
C 2.866 3.541 -4.650 -0.01 -0.04 -0.03
C -0.010 2.323 -4.429 -0.03 -0.01 -0.01
C 2.272 0.682 -5.229 -0.01 0.01 -0.03
H 0.261 5.594 -1.694 0.01 0.00 0.00
H 0.561 4.628 -3.148 0.03 0.00 0.00
H 1.891 5.493 -2.343 0.02 0.00 -0.03
H -2.133 5.069 -1.859 0.00 0.00 0.00
H -3.730 4.375 -3.632 0.00 0.00 0.00
H -4.135 1.957 -4.055 0.00 0.00 0.00
H -2.958 0.277 -2.614 0.00 0.00 0.00
H -3.443 5.261 0.543 0.01 0.00 -0.01
H -3.453 4.591 2.160 0.00 0.01 0.00
H -3.565 3.533 0.745 0.00 -0.01 0.01
H -0.983 6.518 -0.141 0.00 0.00 0.00
H 0.553 6.090 0.634 0.00 0.00 0.01
H -0.784 6.706 1.592 -0.01 0.00 0.00
H -0.265 2.892 3.013 -0.02 -0.02 -0.02
H -1.336 4.168 3.583 0.01 0.02 0.00
H 0.293 4.555 3.090 0.01 -0.01 -0.01
H 3.240 -0.513 -3.035 -0.02 -0.02 0.01
H 2.367 -2.787 -3.192 0.00 0.00 0.00
H 0.044 -3.252 -2.305 0.00 0.00 0.00
H -1.124 -1.434 -1.160 0.01 -0.01 0.00
H 5.189 0.023 -3.227 0.00 0.00 -0.02
H 6.130 1.463 -2.908 0.00 -0.01 0.03
H 4.901 1.501 -4.151 0.02 -0.02 0.01
H 4.683 -0.327 -0.595 0.00 0.00 0.00
H 3.303 0.381 0.213 -0.01 0.00 0.04
H 4.927 1.083 0.418 0.00 0.00 0.00
H 4.482 4.124 -2.329 -0.01 0.01 0.00
H 5.679 3.376 -1.291 0.00 0.01 -0.02
H 4.190 3.973 -0.588 0.00 -0.02 0.00
H 2.885 4.413 -4.007 -0.04 0.09 0.08
H 2.491 3.864 -5.625 -0.01 -0.01 0.01
H 3.898 3.218 -4.805 -0.04 0.05 0.00
H -0.523 3.041 -3.797 -0.05 0.01 0.02
H -0.507 1.355 -4.321 -0.02 0.00 0.02
H -0.146 2.635 -5.468 0.01 -0.01 0.00
H 3.293 0.314 -5.155 0.02 0.01 0.01
H 2.154 1.089 -6.238 0.01 0.00 0.00
H 1.590 -0.165 -5.150 0.00 0.01 0.00
C 2.470 2.189 2.557 -0.01 -0.01 -0.04
C 1.549 1.027 2.379 -0.08 -0.11 0.10
O 0.741 0.966 1.405 0.00 -0.15 -0.03
N 1.607 0.062 3.274 0.02 -0.01 -0.04
C 0.982 -1.258 3.157 0.00 0.08 0.02
C 1.974 -2.258 2.617 0.07 0.03 0.05
C 2.523 -3.231 3.438 0.00 -0.01 -0.01
C 3.457 -4.105 2.900 0.00 0.00 0.00
C 3.807 -3.958 1.570 0.01 0.01 -0.01
C 3.207 -2.945 0.835 -0.01 0.04 -0.01
N 2.304 -2.105 1.334 0.02 0.03 0.04
H 1.951 3.123 2.367 -0.01 -0.02 0.00
H 3.268 2.104 1.821 0.03 -0.01 -0.03
H 2.908 2.201 3.554 0.00 0.00 0.00
H 2.278 0.183 4.018 0.04 -0.02 -0.03
H 0.129 -1.183 2.483 0.02 -0.02 0.00
H 0.623 -1.553 4.142 -0.01 0.01 0.01
H 2.218 -3.312 4.473 0.00 0.01 0.00
H 3.903 -4.879 3.509 0.00 0.00 0.00
H 4.531 -4.611 1.104 0.00 0.00 0.00
H 3.465 -2.802 -0.207 0.00 0.01 -0.07
N -2.162 1.287 1.948 0.00 -0.03 0.03
C -3.554 0.811 1.728 0.03 0.00 -0.01
C -3.649 0.278 0.313 0.01 -0.09 0.11
O -4.643 0.276 -0.350 -0.03 -0.08 0.04
O -2.472 -0.218 -0.089 0.17 0.07 0.06
H -1.748 0.772 2.722 0.03 -0.01 -0.02
H -2.176 2.256 2.244 -0.03 0.03 0.03
H -4.277 1.605 1.895 0.00 0.01 -0.02
H -3.784 -0.012 2.406 -0.02 0.01 0.00
C -2.491 -2.812 4.473 0.01 0.00 0.00
C -3.252 -3.179 3.198 -0.03 0.02 0.03
C -4.159 -4.387 3.403 0.01 0.00 -0.01
Sb -1.813 -3.232 1.570 0.01 -0.04 -0.06
C -0.440 -4.815 2.145 0.02 -0.02 0.05
C -0.994 -6.023 2.891 -0.02 0.00 -0.01
C 0.343 -5.221 0.895 0.01 0.03 0.00
C -2.938 -4.168 -0.034 -0.02 -0.02 -0.05
C -4.176 -3.319 -0.320 0.00 0.00 0.00
C -3.305 -5.639 0.135 0.01 0.00 0.01
H -3.173 -2.725 5.322 0.00 0.01 0.00
H -1.965 -1.856 4.372 0.01 0.00 0.00
H -1.748 -3.570 4.734 -0.01 -0.01 0.00
H -3.890 -2.328 2.930 -0.01 -0.01 0.01
H -3.597 -5.306 3.568 0.01 0.00 0.00
H -4.819 -4.546 2.552 0.00 0.00 0.00
H -4.793 -4.230 4.280 0.00 0.00 0.00
H 0.259 -4.299 2.810 -0.09 -0.04 -0.01
H -1.745 -6.559 2.312 0.00 0.00 0.01
H -1.443 -5.747 3.845 0.01 0.01 0.00
H -0.185 -6.729 3.105 0.01 0.00 0.00
H -0.279 -5.781 0.194 -0.03 -0.01 -0.01
H 1.186 -5.863 1.163 -0.01 -0.01 0.00
H 0.745 -4.351 0.365 -0.01 -0.01 0.02
H -2.260 -4.082 -0.891 0.01 0.00 0.00
H -4.855 -3.301 0.537 0.00 0.01 0.00
H -4.737 -3.738 -1.159 0.00 0.00 0.00
H -3.926 -2.288 -0.573 0.00 -0.01 0.00
H -3.993 -5.793 0.966 0.01 0.00 0.01
H -2.438 -6.276 0.297 0.02 0.00 -0.02
H -3.806 -5.995 -0.770 -0.01 0.00 0.00
```
Forces are in eV/Å.

The value obtained for the LUMO energy (spin up / spin down) is -5.75 / -5.92 eV. The net charge is +2. The calculation puts the energy above the lowest of the compared OMol25 structures with the same formula, charge and spin at 0.0 kJ/mol. The calculation puts the HOMO energy (spin up / spin down) at -12.1577 / -12.1568 eV. The spin multiplicity is 3. For the HOMO-LUMO gap (spin up / spin down), the calculation gives 6.4 / 6.2 eV.

Results of the Löwdin charge analysis, in e, for atoms 1 through 8: atom 1 (Mo): 1.69, atom 2 (C): -0.28, atom 3 (Sb): 1.46, atom 4 (C): -0.57, atom 5 (C): -0.43, atom 6 (C): -0.03, atom 7 (C): -0.01, atom 8 (C): -0.02

=====

[2]
Density functional theory data (ωB97M-V/def2-TZVPD) for 2 unconnected molecules or ions with the total composition C3H7NOS.

```
13
Properties=species:S:1:pos:R:3:forces:R:3
O 0.270 -2.323 1.492 -1.19 1.91 -1.07
C -0.380 -1.269 1.167 -3.56 -4.74 2.79
C 0.395 -0.559 0.030 1.51 0.78 -3.02
C -1.133 -0.951 -0.252 0.74 1.21 2.72
S 0.468 3.725 -1.517 -0.35 -0.37 -1.89
N 1.411 0.230 0.656 -3.91 -0.89 -3.74
H -1.196 -0.886 1.903 2.35 0.69 -0.54
H 0.666 -0.921 -0.963 1.32 -0.91 0.69
H -1.783 -0.104 -0.047 -0.17 -0.37 0.28
H -1.530 -1.894 -0.648 1.22 0.61 -0.96
H 0.158 3.794 -2.935 0.51 -0.23 2.17
H 0.809 0.512 1.507 2.48 1.74 -1.52
H 1.844 0.647 -0.392 -0.93 0.56 4.09
```
Forces are in eV/Å.

The value obtained for the LUMO energy is -3.86 eV. The calculation puts the energy above the lowest of the compared OMol25 structures with the same formula, charge and spin at 1115.8 kJ/mol. The calculation puts the HOMO energy at -6.9400 eV. For the HOMO-LUMO gap, the calculation gives 3.1 eV.

Results of the Löwdin charge analysis, in e, for atoms 1 through 8: atom 1 (O): 0.05, atom 2 (C): -0.40, atom 3 (C): -0.25, atom 4 (C): 0.05, atom 5 (S): -0.20, atom 6 (N): 0.14, atom 7 (H): 0.19, atom 8 (H): 0.15

=====

[3]
Density functional theory data (ωB97M-V/def2-TZVPD) for C3H5IO in the gas phase.

```
10
Properties=species:S:1:pos:R:3:forces:R:3
C -0.195 -1.201 0.383 -0.25 1.61 -0.31
C -0.239 0.120 0.206 0.80 -3.34 0.37
C 0.951 0.800 -0.265 -1.87 4.94 -0.53
O 0.467 2.120 -1.020 3.31 -2.78 1.17
I 2.157 1.344 1.493 -0.17 -0.12 -0.92
H -0.886 -1.818 0.838 -2.20 -0.47 0.88
H 0.595 -1.811 0.151 2.45 -0.82 -0.89
H -1.117 0.564 0.539 -1.19 1.53 0.47
H 1.424 0.338 -1.060 1.66 -1.24 -0.79
H -0.397 2.101 -0.704 -2.54 0.69 0.56
```
Forces are in eV/Å.

The value obtained for the LUMO energy is 0.04 eV. The calculation puts the energy above the lowest of the compared OMol25 structures with the same formula, charge and spin at 134.6 kJ/mol. The calculation puts the HOMO energy at -9.4678 eV. Its SMILES is C=C[C@@H](O)I. For the HOMO-LUMO gap, the calculation gives 9.5 eV.

Results of the Löwdin charge analysis, in e, for atoms 1 through 8: atom 1 (C): 0.03, atom 2 (C): -0.27, atom 3 (C): -0.65, atom 4 (O): -0.13, atom 5 (I): 0.77, atom 6 (H): 0.04, atom 7 (H): 0.04, atom 8 (H): 0.09

=====

[4]
Density functional theory data (ωB97M-V/def2-TZVPD) for 2 unconnected molecules or ions with the total composition C11H17N4O2Si.

```
35
Properties=species:S:1:pos:R:3:forces:R:3
C 2.652 -2.678 2.532 -0.36 -0.60 0.51
Si 2.881 -2.233 0.669 3.01 -1.03 -0.06
C 4.547 -1.195 0.579 -0.58 0.85 -0.07
C 3.236 -3.831 -0.405 0.35 -0.42 -0.08
N 1.607 -1.168 -0.022 -2.10 0.35 0.29
C 0.271 -1.171 0.288 -2.37 0.81 -0.30
N -0.685 -0.155 -0.369 -2.85 -5.51 5.69
C -2.009 -0.546 0.316 5.23 -2.19 0.51
N -1.764 -1.737 1.266 -1.63 4.43 -3.37
N -0.412 -2.112 1.255 0.37 3.24 -2.87
H 2.451 -1.674 3.103 0.37 -2.15 -0.69
H 3.675 -3.191 2.874 -2.22 1.33 -0.71
H 1.822 -3.507 2.734 1.64 1.88 -0.21
H 4.264 -0.051 0.671 0.84 -2.17 -0.06
H 5.090 -1.352 -0.452 -0.87 0.25 2.25
H 5.174 -1.513 1.515 -0.88 0.70 -2.00
H 2.303 -4.202 -1.005 1.86 0.37 1.21
H 4.118 -3.611 -1.155 -1.89 -0.37 1.41
H 3.661 -4.641 0.359 -1.15 1.50 -1.75
H 1.929 -0.431 -0.716 -1.01 -1.16 1.21
H -3.059 -0.004 0.146 2.60 -1.48 0.64
H -2.575 -2.146 1.803 1.88 0.22 -0.59
H -0.070 -2.912 1.831 -0.27 1.17 -0.83
C -3.942 4.474 -0.405 -0.11 0.29 -0.22
C -4.020 5.040 -1.614 -0.11 -0.01 0.47
C -3.342 4.445 -2.782 -0.13 0.62 -1.02
O -3.411 4.963 -3.888 0.09 -0.49 0.92
C -2.576 3.202 -2.564 0.22 -0.45 0.27
C -2.498 2.637 -1.356 -0.01 0.04 -0.43
C -3.176 3.231 -0.187 -0.01 -0.05 0.47
O -3.107 2.713 0.919 -0.03 -0.06 -0.49
H -4.433 4.897 0.463 0.03 -0.04 0.00
H -4.579 5.951 -1.790 0.03 -0.04 -0.03
H -2.085 2.779 -3.432 -0.02 0.04 -0.01
H -1.939 1.725 -1.179 0.07 0.13 -0.06
```
Forces are in eV/Å.

The value obtained for the LUMO energy is -4.06 eV. The net charge is +1. The calculation puts the HOMO energy at -12.4650 eV. For the HOMO-LUMO gap, the calculation gives 8.4 eV.

Results of the Löwdin charge analysis, in e, for atoms 1 through 8: atom 1 (C): -0.23, atom 2 (Si): 0.50, atom 3 (C): -0.21, atom 4 (C): -0.21, atom 5 (N): -0.01, atom 6 (C): -0.22, atom 7 (N): 0.10, atom 8 (C): 0.07

=====

Computed calculated total energy (a.u.) in order:
-3522.412012; -646.286996; -490.161659; -1087.958212
Computed strongest force on any atom (eV Å⁻¹) in order:
1.04; 6.55; 5.31; 8.42